No. 1
Density functional theory data (ωB97M-V with the def2-TZVPD basis set) for a 13-piece molecular cluster, C5H36NO12S overall at a distorted geometry.

The geometry in XYZ format:
```
55
C5H36NO12S, DFT ωB97M-V with the def2-TZVPD basis set
C -1.033 0.384 0.164
N -0.857 -1.053 -0.248
C 0.133 -1.414 -1.318
C 0.021 -0.923 -2.786
S 0.351 0.837 -2.896
C 0.036 -2.963 -1.347
C -2.066 0.468 1.325
H -0.090 0.662 0.583
H -1.393 0.849 -0.727
H -1.726 -1.226 -0.765
H 1.111 -1.190 -0.859
H 0.782 -1.526 -3.312
H -0.976 -1.178 -3.163
H -1.001 -3.292 -1.224
H 0.772 -3.392 -0.635
H 0.300 -3.432 -2.285
H -2.793 1.265 1.170
H -2.613 -0.455 1.467
H -1.401 0.545 2.195
H -0.598 -0.627 4.789
H 0.670 -0.664 3.966
O 0.348 -0.435 4.860
H 0.931 -1.718 1.747
H -0.528 -1.778 2.090
O 0.343 -1.846 2.493
H 2.647 2.776 0.678
H 2.571 3.573 1.898
O 3.257 3.191 1.340
H 3.269 0.591 -2.887
H 3.050 1.997 -2.692
O 3.673 1.319 -2.391
H 1.965 -2.895 2.641
H 2.030 -4.105 1.640
O 2.426 -3.255 1.868
H -1.931 2.497 -3.443
H -1.926 2.382 -1.890
O -2.360 2.807 -2.637
H 2.659 0.664 1.670
H 2.561 -0.727 1.350
O 2.869 -0.187 2.101
H -4.293 -1.812 -0.782
H -3.392 -2.902 -0.198
O -4.227 -2.454 -0.059
H -0.532 4.681 -0.354
H 0.047 4.033 -1.717
O -0.082 3.954 -0.763
H 1.002 1.963 -0.410
H 2.202 1.492 -1.086
O 1.820 1.489 -0.185
H -3.116 0.286 -3.018
H -2.505 -1.084 -2.713
O -3.054 -0.627 -3.358
H -0.231 1.849 3.905
H 0.781 0.969 3.170
O 0.098 1.635 3.037
```

Computed properties:
energy above the lowest of the compared OMol25 structures with the same formula, charge and spin: 0.174 eV
gap between HOMO and LUMO: 6.65 eV
F_max: 2.360 eV/Å
charge: -1

---

No. 2
Density functional theory data (ωB97M-V with the def2-TZVPD basis set) for a 2-piece molecular cluster, C2H7NO overall at a distorted geometry.

The geometry in XYZ format:
```
11
C2H7NO, DFT ωB97M-V with the def2-TZVPD basis set
C 1.385 -0.022 0.668
C -0.725 -0.665 1.326
N 0.024 -0.221 0.297
H 1.960 0.261 -0.216
H 1.802 -0.905 1.175
H 1.423 0.832 1.364
H -1.806 -0.755 1.258
H -0.324 -0.650 2.350
H -0.454 0.427 -1.174
H -0.373 0.464 -2.814
O -0.793 0.818 -2.033
```

Computed properties:
energy above the lowest of the compared OMol25 structures with the same formula, charge and spin: 0.000 eV
expectation value of S²: 0.753
gap between HOMO and LUMO (spin up / spin down): 4.47 / 8.37 eV
F_max: 1.324 eV/Å
2S+1: 2
charge: -1